No. 1
Molecular formula: C6H14N2O3
Method: DFT, ωB97M-V/def2-TZVPD

Properties
Energy relative to the best compared isomer or geometry (same formula, charge and spin)   165.8 kJ/mol
Lowest unoccupied orbital energy   0.47 eV
Calculated total energy   -572.1809 Eh
SMILES string   C[C@@H]1NN[C@@H](CO)[C@@H](O)[C@H]1O
F_max   1.8 eV/Å

Each atom is followed by the atoms it is bonded to, with distances in Å.
Element x y z (Å)
1 C 2.60 -1.08 -1.06  C2 1.525, H12 1.096, H13 1.087, H14 1.111
2 C 1.87 -0.53 0.15  C1 1.525, N3 1.474, C10 1.515, H15 1.058
3 N 0.86 -1.46 0.70  C2 1.474, N4 1.391, H16 1.023
4 N -0.42 -0.94 0.89  N3 1.391, C5 1.423, H17 1.018
5 C -0.91 -0.29 -0.28  N4 1.423, C6 1.518, C8 1.507, H18 1.072
6 C -2.41 -0.02 -0.27  C5 1.518, O7 1.391, H19 1.132, H20 1.064
7 O -3.06 -1.24 -0.11  C6 1.391, H21 0.978
8 C -0.10 0.92 -0.69  C5 1.507, O9 1.449, C10 1.526, H22 1.088
9 O -0.84 2.12 -0.34  C8 1.449, H23 0.959
10 C 1.29 0.85 -0.07  C2 1.515, C8 1.526, O11 1.448, H24 1.134
11 O 1.16 1.41 1.25  C10 1.448, H25 0.968
12 H 3.04 -2.06 -0.86  C1 1.096
13 H 1.87 -1.18 -1.86  C1 1.087
14 H 3.49 -0.46 -1.31  C1 1.111
15 H 2.58 -0.34 0.91  C2 1.058
16 H 0.84 -2.37 0.23  N3 1.023
17 H -0.34 -0.21 1.60  N4 1.018
18 H -0.67 -0.98 -1.06  C5 1.072
19 H -2.79 0.57 -1.16  C6 1.132
20 H -2.58 0.60 0.57  C6 1.064
21 H -2.75 -1.60 0.75  O7 0.978
22 H -0.04 0.85 -1.77  C8 1.088
23 H -0.44 2.91 -0.71  O9 0.959
24 H 2.09 1.45 -0.62  C10 1.134
25 H 0.48 2.09 1.11  O11 0.968

No. 2
Molecular formula: C6H14N2O3S
Method: DFT, ωB97M-V/def2-TZVPD

Properties
Energy relative to the best compared isomer or geometry (same formula, charge and spin)   277.3 kJ/mol
Lowest unoccupied orbital energy   -0.23 eV
Calculated total energy   -970.3084 Eh
F_max   3.7 eV/Å

Each atom is followed by the atoms it is bonded to, with distances in Å.
Element x y z (Å)
1 C -0.32 -1.09 0.58  C2 1.586, N7 1.445, H13 1.045, H14 1.115
2 C -1.30 -1.72 -0.50  C1 1.586, N8 1.464, H15 1.119, H16 1.152
3 C 1.56 0.41 -0.91  C4 1.441, S12 2.213, H17 1.034, H18 1.037
4 C 0.46 1.09 -0.27  C3 1.441, C5 1.506, N7 1.356
5 C 0.28 2.56 -0.05  C4 1.506, H19 1.026, H20 1.169, H21 1.041
6 C -1.63 0.95 0.95  N7 1.445, H22 1.082, H23 1.097, H24 1.135
7 N -0.40 0.35 0.47  C1 1.445, C4 1.356, C6 1.445
8 N -2.67 -1.69 0.01  C2 1.464, H25 0.995, H26 1.003
9 O 4.10 0.55 0.55  S12 1.451
10 O 2.77 -1.52 0.56  S12 1.455
11 O 3.86 -0.76 -1.55  S12 1.416
12 S 3.45 -0.50 -0.21  C3 2.213, O9 1.451, O10 1.455, O11 1.416
13 H -0.66 -1.31 1.54  C1 1.045
14 H 0.77 -1.29 0.46  C1 1.115
15 H -1.13 -1.22 -1.48  C2 1.119
16 H -1.14 -2.85 -0.65  C2 1.152
17 H 2.09 0.81 -1.71  C3 1.034
18 H 1.47 -0.59 -1.20  C3 1.037
19 H 1.20 2.97 -0.23  C5 1.026
20 H -0.05 2.74 1.06  C5 1.169
21 H -0.32 2.89 -0.84  C5 1.041
22 H -1.79 1.97 0.64  C6 1.082
23 H -2.53 0.58 0.45  C6 1.097
24 H -1.98 0.82 2.03  C6 1.135
25 H -3.19 -2.20 -0.66  N8 0.995
26 H -2.90 -1.96 0.95  N8 1.003

Number 1: frontier orbital gap 0.336 hartree. Number 2: frontier orbital gap 0.314 hartree.